Record 1
The following is a DFT calculation (the ωB97M-V functional and the def2-TZVPD basis) of the molecule C4H12N4O.

Properties
HOMO   -9.354 eV
LUMO level   1.035 eV
ΔE to the lowest compared entry with this formula, charge and spin   47.2 kcal per mole
Frontier orbital gap   10.4 eV
E_tot   -12349.2628 eV

Structure (XYZ):
```
21
Properties=species:S:1:pos:R:3:nbo_charge:R:1
N 0.8108 2.0160 0.1251 -0.845
H 2.8367 0.9122 0.5772 0.232
H -3.5006 -1.2834 0.1167 0.232
C 0.3281 0.6703 0.1386 0.381
H 3.3853 -0.6088 -0.1683 0.200
H -2.8931 -1.0229 -1.5576 0.231
H 0.1064 2.6689 0.4168 0.367
H 1.3826 -1.9568 -1.2896 0.360
H -1.8713 -1.8691 -0.3883 0.239
O -0.7971 0.4542 -0.6949 -0.539
H -2.0616 1.8097 1.0049 0.334
N 1.3696 -0.1964 -0.3839 -0.297
H 0.9961 -2.0600 0.3182 0.324
H 2.4854 -0.6470 1.3649 0.160
N 0.8689 -1.5133 -0.5371 -0.663
H 1.0895 2.2631 -0.8166 0.372
H 0.0483 0.4137 1.1830 0.139
C -2.6175 -1.0828 -0.4886 -0.687
N -2.5595 0.9585 0.7581 -0.693
C -1.9979 0.2095 -0.0748 0.589
C 2.5909 -0.1354 0.3961 -0.437
```

Record 2
The following is a DFT calculation (the ωB97M-V functional and the def2-TZVPD basis) of a structure of composition C11H26CsN8O2S in a non-equilibrium geometry.

Properties
HOMO   -10.925 eV
LUMO level   -2.436 eV
Charge   +1
ΔE to the lowest compared entry with this formula, charge and spin   11.9 kcal per mole
Frontier orbital gap   8.5 eV
E_tot   -39222.9662 eV

Structure (XYZ):
```
49
Properties=species:S:1:pos:R:3:lowdin_charge:R:1
H 4.7727 0.6198 -2.6534 0.129
N -3.5670 2.2111 1.6559 0.008
H -2.5322 -4.3639 3.5405 0.095
C 2.1104 0.9813 -0.7029 -0.199
H -6.7317 1.3599 3.4669 0.103
C 0.9698 2.1080 -2.4659 -0.188
C 1.8954 -3.4705 0.7975 -0.071
C 3.8100 0.3427 -2.2213 -0.165
C 1.5536 -0.1838 -2.7007 -0.201
H -1.8627 -4.9215 2.0143 0.092
C -1.6267 -4.3927 2.9411 -0.067
N 0.6097 -3.6273 1.4580 -0.035
H 1.6519 -1.1380 -2.1735 0.119
C 2.6722 1.4639 -3.9787 -0.164
H 1.9404 1.3600 -4.7820 0.128
H -2.4883 3.2494 0.3620 0.100
H -0.8801 -4.9643 3.4994 0.097
N 3.4035 1.3707 -1.2579 -0.081
H 0.2898 -4.5709 1.6057 0.120
Cs -1.6388 -0.4867 -0.5152 1.084
H 1.7777 1.7399 0.0112 0.126
N 2.2354 2.5229 -3.0619 -0.084
N -1.2000 -3.0315 2.7042 -0.055
H -1.7093 -2.2791 3.1370 0.117
C -4.0986 0.9591 1.5908 -0.585
O -5.2158 0.7435 2.2881 0.004
O -3.6076 0.0575 0.9433 -0.272
N 1.0823 0.8313 -1.7466 -0.159
H -5.1902 2.1512 3.8291 0.100
H 2.2495 -2.4553 0.9482 0.037
H -3.9400 2.9174 2.2667 0.132
H 4.1843 2.9316 -2.4144 0.129
N -2.3680 2.4418 0.9634 0.036
H 2.6077 -4.1693 1.2328 0.093
S 0.3534 -1.0039 1.9873 0.493
C -5.8432 1.8000 3.0287 -0.033
H -1.6284 2.6338 1.6318 0.102
H 0.6287 2.8772 -1.7677 0.124
H -6.1325 2.6119 2.3613 0.102
C 3.2271 2.6309 -1.9861 -0.167
H 1.8062 -3.6693 -0.2709 0.086
H 0.2144 2.0056 -3.2497 0.126
H 0.8023 -0.3083 -3.4859 0.125
C -0.0938 -2.6468 2.0418 -0.870
H 2.1987 0.0383 -0.1605 0.086
N 2.8335 0.1705 -3.3031 -0.082
H 3.9366 -0.6073 -1.6978 0.126
H 2.9121 3.4074 -1.2861 0.127
H 3.6252 1.7517 -4.4245 0.129
```

Record 3
The following is a DFT calculation (the ωB97M-V functional and the def2-TZVPD basis) of a cluster of 2 separate species, C7H10N2 in total in a non-equilibrium geometry.

Properties
HOMO   -9.325 eV
LUMO level   0.874 eV
ΔE to the lowest compared entry with this formula, charge and spin   122.8 kcal per mole
Frontier orbital gap   10.2 eV
E_tot   -10396.2873 eV

Structure (XYZ):
```
19
Properties=species:S:1:pos:R:3:nbo_charge:R:1
N 2.1620 0.7270 -0.7002 -0.344
H 3.5070 -1.2476 1.2575 0.203
H 0.1636 0.3171 -0.8077 0.226
H -2.4390 -2.3092 -0.7949 0.236
H 2.2798 1.3185 -1.4806 0.409
H -2.6042 -0.5559 -1.3963 0.227
H 0.8489 -1.4256 1.3649 0.233
C -1.9151 0.8709 0.5134 0.072
C 1.3618 -0.6467 0.8545 -0.359
C 2.7924 -0.7501 0.6745 -0.046
H -0.3026 2.4648 0.4189 0.236
H -0.8770 -1.1905 -1.2200 0.220
C -1.8209 -0.4194 0.5451 -0.252
C -1.4147 2.0255 0.2352 -0.489
H -1.9177 -0.9930 1.4312 0.219
C -1.9216 -1.2277 -0.7568 -0.656
N 3.2088 0.1097 -0.1783 -0.267
H -2.1604 2.6357 0.1269 0.194
C 1.0489 0.2965 -0.0874 -0.061
```

Record 4
The following is a DFT calculation (the ωB97M-V functional and the def2-TZVPD basis) of the molecule C14H17F2NO3S.

Properties
HOMO   -8.526 eV
LUMO level   0.380 eV
ΔE to the lowest compared entry with this formula, charge and spin   1.2 kcal per mole
Frontier orbital gap   8.9 eV
E_tot   -38697.6306 eV

Structure (XYZ):
```
38
Properties=species:S:1:pos:R:3:nbo_charge:R:1
H -7.2899 2.0122 2.7993 0.202
C 1.9808 -0.2147 -0.1562 -0.259
O -2.3160 3.9071 2.3020 -0.578
C -4.0318 2.3179 1.6884 -0.512
C -2.6785 2.7729 2.1730 0.811
S 2.4917 -2.8216 -3.2202 0.218
H -0.4393 1.5583 3.8799 0.217
C 0.4115 -1.8730 -1.7385 -0.201
O 1.6704 1.5125 2.1394 -0.596
H -4.6792 4.3443 1.4927 0.226
C 1.7865 -1.8223 -1.9270 -0.202
C -5.0872 3.4068 1.8747 -0.391
H -0.3785 3.0356 2.8913 0.248
F 5.0606 -2.5709 -2.6311 -0.341
C -6.3982 3.0939 1.1561 -0.389
H -5.2785 3.5425 2.9407 0.202
H -4.2972 1.3988 2.2110 0.231
N -0.0435 0.4876 1.0238 -0.625
H -1.2454 -1.1360 -0.6165 0.210
C 4.0136 -3.3768 -2.3686 0.433
F 4.3509 -4.6002 -2.7972 -0.330
H 3.8536 -3.4019 -1.2807 0.151
H -3.9313 2.0832 0.6241 0.231
C -0.1754 -1.0960 -0.7619 -0.256
H -6.2006 2.9294 0.0944 0.193
H 2.5858 0.4317 0.4570 0.261
H -8.0875 1.7557 1.2485 0.214
H -6.5483 0.9715 1.5813 0.197
C -0.5593 1.9547 2.8663 -0.185
H -0.1875 -2.5202 -2.3593 0.226
H 3.6296 -0.9037 -1.3118 0.228
C 0.6040 -0.2673 0.0457 0.232
C 2.5659 -0.9794 -1.1475 -0.202
O -1.8918 1.7033 2.4369 -0.533
H -7.0501 3.9658 1.2379 0.206
H -1.0526 0.3981 1.0485 0.415
C -7.1221 1.8823 1.7325 -0.609
C 0.4937 1.3012 1.9673 0.659
```